Below is a structure of composition C19H16Cl3PPdSe2Te2 at a distorted geometry, with properties calculated with ωB97M-V/def2-TZVPD.

```
44
Properties=species:S:1:pos:R:3:forces:R:3:mulliken_charge:R:1
Pd 2.278786 0.859825 0.272026 0.20 -0.54 0.34 0.242
Se 3.101300 2.325140 -1.754500 0.03 -0.12 0.34 -0.972
Te 4.756678 0.922740 -0.206227 -0.20 0.35 -0.30 -0.278
Te 3.603412 -0.961413 1.721205 0.06 -0.17 0.23 -0.214
Se 3.614281 -0.300972 4.154772 -0.17 -0.04 -0.18 -0.814
Cl -0.258111 3.089109 -0.293568 -0.23 -0.03 -0.03 -0.076
C -1.632205 2.163349 0.224789 0.12 0.05 -0.04 0.684
C -2.802113 2.847322 0.522626 -0.04 0.01 -0.04 -0.725
C -3.928706 2.150847 0.928097 -0.02 0.00 0.00 -0.360
C -3.876057 0.769466 1.045230 0.04 0.02 -0.05 -0.812
C -2.694321 0.100367 0.763413 -0.08 -0.04 -0.10 -0.351
C -1.546705 0.770579 0.333022 0.13 -0.10 0.45 -0.281
P 0.105350 -0.069419 0.239078 0.27 0.52 -1.16 1.008
C 0.268740 -0.324205 -1.583659 -0.12 -0.18 -0.07 0.439
C 1.303499 -1.161669 -2.015702 -0.08 -0.09 0.02 -0.399
C 1.585801 -1.302847 -3.361083 0.03 0.01 -0.01 -0.575
C 0.836977 -0.619384 -4.312614 0.00 0.01 0.02 -0.429
C -0.204298 0.193061 -3.899116 0.01 -0.01 -0.01 -0.609
C -0.487329 0.333582 -2.545066 -0.09 0.09 0.10 -0.393
C -0.303286 -1.770773 0.765613 0.05 0.09 0.41 -0.034
C -0.034162 -2.067981 2.102504 0.06 0.04 -0.01 -0.511
C -0.327052 -3.322483 2.617500 -0.02 -0.03 -0.01 -0.711
C -0.874100 -4.297619 1.794902 0.00 0.03 0.01 -0.384
C -1.122743 -4.016162 0.457206 0.02 -0.04 -0.01 -0.631
C -0.834412 -2.759557 -0.056911 -0.06 0.06 -0.01 0.176
H -2.809610 3.926080 0.441248 -0.01 0.00 -0.02 0.437
H -4.841443 2.689329 1.153375 0.01 0.00 0.02 0.340
H -4.749471 0.211540 1.360103 0.00 0.00 0.02 0.378
H -2.659443 -0.975803 0.874662 0.01 0.01 0.02 0.308
H 1.897615 -1.697862 -1.284398 0.07 0.09 0.02 0.284
H 2.425298 -1.916684 -3.663810 -0.03 -0.03 -0.01 0.367
H 1.079808 -0.706261 -5.365052 0.00 0.00 0.00 0.316
H -0.793244 0.739372 -4.626884 0.00 0.00 0.00 0.340
H -1.293011 0.991884 -2.242277 0.00 -0.01 0.00 0.278
H 0.438332 -1.317657 2.729879 0.02 -0.02 0.01 0.461
H -0.102019 -3.541187 3.653744 0.02 0.01 0.00 0.416
H -1.091431 -5.282656 2.191675 0.00 0.00 -0.01 0.353
H -1.533454 -4.781395 -0.191363 -0.01 0.00 0.00 0.373
H -1.021450 -2.543116 -1.101702 0.00 0.00 -0.01 0.417
Cl 2.496339 5.781849 1.838373 0.00 -0.07 -0.01 -0.267
C 2.996890 4.076376 1.526892 0.02 0.05 -0.06 0.032
Cl 2.213748 2.937810 2.605792 -0.04 0.13 0.14 -0.086
H 4.065643 4.024923 1.692072 0.00 -0.01 0.00 0.315
H 2.751668 3.832545 0.494134 0.00 0.00 -0.01 -0.050
```
Forces are in eV/Å.

Computed properties:
LUMO level ... 4.342 eV
Highest occupied orbital energy ... -0.1 eV
Energy relative to the best compared isomer or geometry (same formula, charge and spin) ... 10.7 kcal per mole
Orbital gap ... 4.40 eV
Net charge ... -2


Below is an isolated molecule of C6H8N4O at a distorted geometry, with properties calculated with ωB97M-V/def2-TZVPD.

```
19
Properties=species:S:1:pos:R:3:forces:R:3:mulliken_charge:R:1
C -1.687728 0.311365 -1.574692 0.28 -0.67 -0.78 -0.940
N -1.104758 0.686425 -0.289665 0.30 -1.45 -1.40 0.291
C -1.458063 1.757752 0.482899 -0.30 0.99 -1.13 0.171
O -2.235818 2.592631 0.050902 -0.17 0.14 0.61 -0.700
C -0.639098 1.586356 1.644499 2.56 -3.43 1.44 0.412
N -0.396919 2.005416 2.905927 -0.11 0.95 1.82 -0.738
C 0.400619 1.121405 3.483028 -1.26 3.20 -0.08 -0.245
N 0.750774 0.150527 2.673440 -0.25 -2.13 -2.91 -0.022
C 0.085676 0.355301 1.481549 -1.28 3.09 1.79 0.327
N -0.235772 -0.265911 0.338290 -1.73 -0.37 -0.20 -0.111
C 0.801476 -0.751939 -0.483261 -0.07 1.45 -2.07 -0.970
H -1.661583 -0.812686 -1.594447 0.12 1.04 -0.27 0.360
H -2.777522 0.533306 -1.625482 0.95 0.43 0.13 0.332
H -1.104267 0.745462 -2.495298 -1.20 -0.74 1.77 0.246
H 0.915115 1.188806 4.409138 -0.14 0.40 0.80 0.396
H 1.277015 -0.613275 3.016259 0.48 -0.86 -0.30 0.154
H 0.337631 -1.190763 -1.383904 0.70 0.31 0.25 0.307
H 1.495339 0.098310 -0.685004 -0.12 -0.76 -0.43 0.309
H 1.270828 -1.507076 0.042497 1.24 -1.60 0.95 0.421
```
Forces are in eV/Å.

Computed properties:
LUMO level ... 0.410 eV
SMILES ... Cn1c(=O)c2nc[nH]c2n1C
Highest occupied orbital energy ... -8.1 eV
Energy relative to the best compared isomer or geometry (same formula, charge and spin) ... 43.8 kcal per mole
Orbital gap ... 8.50 eV


Below is a cluster of 2 separate species, C5H10N2O2S in total at a distorted geometry, with properties calculated with ωB97M-V/def2-TZVPD.

```
20
Properties=species:S:1:pos:R:3:forces:R:3:mulliken_charge:R:1
C 3.563205 0.542862 0.654857 0.07 -0.69 0.08 0.575
C -1.382476 0.238125 -1.181618 2.35 -0.35 0.15 0.739
C -0.414379 1.173113 -1.829015 1.68 -1.78 -2.97 -1.056
C -2.735691 0.164516 -1.744783 -1.65 0.96 0.12 -1.221
C 0.903206 -1.580842 2.396425 2.92 0.37 -1.39 -1.018
N 2.593292 -0.092666 0.949628 -1.06 -0.89 0.47 -0.337
N -0.870527 -0.417111 -0.210051 -1.59 -0.58 -1.09 -0.366
O 4.593262 0.963370 0.328138 0.49 0.79 -0.19 -0.435
O 1.157406 1.003201 2.788552 0.03 0.14 0.57 -0.621
S 1.005465 0.099300 1.652916 0.40 0.65 0.53 0.703
H 0.674799 0.803542 -1.740890 -1.80 0.28 -0.01 0.238
H -0.407522 2.099697 -1.356469 -0.31 1.93 0.53 0.277
H -0.627047 1.241075 -2.964685 0.28 0.32 1.84 0.318
H -3.268910 1.090976 -1.409621 0.41 -0.30 -0.74 0.281
H -3.337361 -0.581870 -1.270482 -0.17 -0.90 0.25 0.374
H -2.830630 0.043065 -2.845109 0.39 0.30 0.74 0.314
H 1.293385 -2.283778 1.660434 -0.60 -0.13 -0.21 0.321
H 1.666113 -1.598562 3.152644 0.35 0.32 0.60 0.393
H 0.001533 -1.850730 2.838629 -1.85 -0.05 0.28 0.378
H -1.577121 -1.057283 0.130502 -0.33 -0.38 0.43 0.143
```
Forces are in eV/Å.

Computed properties:
LUMO level ... 0.597 eV
Highest occupied orbital energy ... -8.7 eV
Energy relative to the best compared isomer or geometry (same formula, charge and spin) ... 27.9 kcal per mole
Orbital gap ... 9.26 eV


Below is an isolated molecule of C2H3NS at a distorted geometry, with properties calculated with ωB97M-V/def2-TZVPD.

```
7
Properties=species:S:1:pos:R:3:forces:R:3:mulliken_charge:R:1
C -1.252551 -0.498961 0.012385 -0.53 0.56 0.64 0.075
C 0.434734 -0.252869 -0.186943 1.47 -3.61 0.52 -0.145
N 0.732094 1.018096 -0.110117 -0.21 1.53 -0.30 -0.545
S -2.607693 0.245636 0.180152 1.10 -0.40 -0.24 -0.096
H 0.993977 -1.044819 0.545801 -1.64 1.59 -1.42 0.252
H 0.502252 -0.672073 -1.197357 -0.24 -0.04 0.00 0.220
H 1.197184 1.204993 0.756080 0.05 0.36 0.79 0.238
```
Forces are in eV/Å.

Computed properties:
LUMO level (alpha / beta) ... -0.712 / -0.935 eV
Highest occupied orbital energy (alpha / beta) ... -9.2 / -8.1 eV
Energy relative to the best compared isomer or geometry (same formula, charge and spin) ... 95.8 kcal per mole
Orbital gap (alpha / beta) ... 8.51 / 7.17 eV